ORCA calculation (ωB97M-V with the def2-TZVPD basis set) on C2H4ClNO2 in the gas phase in a non-equilibrium geometry.

Output
- SMILES = [H]/N=C(\Cl)C(O)O
- relative energy (zero: lowest compared OMol25 entry of this formula, charge and spin) (eV) = 0.9995
- max |F| (eV/A) = 3.6
- 2S+1 = 1
- total energy (Eh) = -743.99823
- highest occupied orbital energy (eV) = -10.7
- E_LUMO (eV) = 0.83

```
10
Properties=species:S:1:pos:R:3:forces:R:3:nbo_charge:R:1
H -0.96680 -2.04622 -0.86198 -1.228 -0.677 -0.107 0.38
N -0.43708 -1.22729 -0.72449 0.841 -1.467 -0.963 -0.67
C -0.85737 -0.18921 -0.23870 -0.804 1.680 0.591 0.28
Cl -2.46556 0.18694 0.25875 -0.218 -0.024 0.056 0.01
C 0.27245 0.77641 0.13191 0.576 0.388 -1.302 0.30
O 0.39711 0.48975 1.47426 2.416 -0.968 2.484 -0.74
O 1.29268 0.42381 -0.70431 1.952 -0.453 -0.519 -0.73
H 0.30547 1.86691 0.01538 -1.437 -0.107 -0.019 0.17
H 1.32906 0.19307 1.75571 -2.020 0.782 -1.104 0.50
H 1.13004 -0.47418 -1.10654 -0.079 0.845 0.883 0.50
```
Forces are in eV/Å.